## P
Density functional theory data (ωB97M-V/def2-TZVPD) for 7 unconnected molecules or ions with the total composition C3H22NO7.

Element x y z (Å)
O -0.48 0.16 1.37
C -0.74 1.37 0.60
C 0.26 1.55 -0.51
N 0.60 0.27 -1.24
C 1.05 0.61 -2.61
H -1.34 -0.17 1.74
H -1.77 1.46 0.17
H -0.58 2.14 1.37
H 1.17 2.12 -0.25
H -0.24 2.18 -1.25
H -0.17 -0.43 -1.09
H 1.40 -0.20 -0.62
H 1.41 -0.22 -3.22
H 2.02 1.12 -2.58
H 0.35 1.31 -3.01
H -1.97 -1.40 3.64
H -2.86 -0.28 3.01
O -2.31 -1.04 2.80
H 2.24 4.30 -1.10
H 2.57 3.37 0.17
O 2.55 3.46 -0.78
H 3.41 -0.80 0.23
H 2.27 -1.07 1.28
O 2.45 -0.81 0.31
H -3.71 -2.29 0.02
H -3.53 -0.82 -0.54
O -3.40 -1.76 -0.72
H -1.92 -2.38 -2.17
H -1.68 -1.23 -2.82
O -1.12 -1.86 -2.35
H 0.64 -1.20 2.10
H 1.39 -1.49 3.46
O 1.45 -1.54 2.51

Properties
2S+1: 1
Kohn-Sham gap: 0.4145 Eh
charge: +1
HOMO: -14.025 eV
LUMO level: -0.101 Ha

***

## Q
Density functional theory data (ωB97M-V/def2-TZVPD) for 8 unconnected molecules or ions with the total composition C3H22NO7.

Element x y z (Å)
C 1.29 2.41 -1.70
C 2.12 2.02 -0.53
C 0.14 1.64 0.83
N 1.35 1.31 0.50
H 0.73 1.58 -2.23
H 0.51 3.15 -1.36
H 1.84 3.02 -2.57
H 2.78 1.15 -0.92
H 2.76 2.78 -0.01
H -0.36 1.16 1.60
H -0.38 2.41 0.27
H 1.83 0.60 1.06
H -2.67 -1.22 -2.37
H -2.46 -1.10 -0.76
O -3.12 -1.07 -1.56
H -3.51 -0.88 2.32
H -2.41 -0.34 3.15
O -2.58 -0.75 2.33
H -1.49 -1.46 1.10
H -0.20 -2.28 1.27
O -0.73 -1.76 0.65
H -2.99 2.23 -0.37
H -2.32 0.97 -0.91
O -2.36 1.64 -0.10
H -0.17 -1.95 -1.54
H 0.03 -2.60 -2.85
O -0.47 -1.83 -2.54
H 1.91 -1.39 2.27
H 1.81 -0.51 3.26
O 2.10 -0.48 2.41
H 2.32 -2.16 0.07
H 2.52 -3.26 -0.79
O 2.18 -3.03 0.03

Properties
2S+1: 1
Kohn-Sham gap: 0.3607 Eh
charge: +1
HOMO: -13.794 eV
LUMO level: -0.146 Ha

***

Stability, highest: P

***

## P
Density functional theory data (ωB97M-V/def2-TZVPD) for a gas-phase ion, C5H9N2O2 (charge +1).

Element x y z (Å)
C -0.89 -0.95 -0.11
C 0.37 -0.16 -0.52
C -2.12 -0.69 -0.85
C 0.93 -0.67 -1.77
C 1.37 2.00 1.99
N -0.86 -1.62 0.93
N 0.71 0.66 0.35
O -0.52 -2.39 1.79
O 1.59 1.60 0.65
H -2.19 0.34 -1.31
H -2.46 -1.37 -1.65
H -3.13 -0.83 -0.29
H 0.96 -1.76 -1.66
H 0.30 -0.49 -2.53
H 1.87 -0.23 -1.94
H 0.43 2.49 1.96
H 2.17 2.84 2.14
H 1.48 1.24 2.82

Properties
SMILES string: CO/N=C(\C)C(C)=[N+]=O
2S+1: 1
Kohn-Sham gap (alpha / beta): 0.2537 / 0.2533 Eh
charge: +1
HOMO (alpha / beta): -13.972 / -13.968 eV
LUMO level (alpha / beta): -0.260 / -0.260 Ha

***

## Q
Density functional theory data (ωB97M-V/def2-TZVPD) for a gas-phase ion, C5H9N2O2 (charge +1).

Element x y z (Å)
C 2.59 -0.10 0.04
C -0.88 1.31 -0.24
C -1.43 -0.02 0.42
C 0.67 1.43 0.09
C -1.09 -1.19 -0.39
N 1.37 0.34 -0.48
N -0.45 -2.21 -0.04
O 3.74 0.06 -0.08
O 1.58 -0.76 0.54
H -1.02 1.28 -1.29
H -1.37 2.16 0.07
H -1.02 -0.01 1.38
H -2.45 0.10 0.46
H 0.93 2.41 -0.27
H 0.61 1.61 1.12
H -1.30 -1.15 -1.42
H -0.60 -2.95 -0.76
H 0.12 -2.32 0.87

Properties
SMILES string: [NH2+]=CCCCN1OC1=O
2S+1: 1
Kohn-Sham gap: 0.3644 Eh
charge: +1
HOMO: -14.505 eV
LUMO level: -0.169 Ha

***

## R
Density functional theory data (ωB97M-V/def2-TZVPD) for a gas-phase ion, C5H9N2O2 (charge +1).

Element x y z (Å)
C 2.15 1.37 0.35
C 1.78 0.10 0.53
C 0.13 1.21 -0.57
C -1.90 -0.62 0.69
C -0.63 -1.12 -0.04
N 1.13 1.99 -0.39
N 0.38 0.06 0.01
O -0.93 -1.25 -1.36
O 0.00 -2.25 0.32
H 3.15 1.89 0.49
H 2.00 -0.68 1.22
H -0.81 1.44 -0.90
H -1.70 -0.88 1.71
H -2.02 0.53 0.65
H -2.67 -1.14 0.21
H 1.23 2.96 -0.72
H -1.82 -1.03 -1.70
H 0.53 -2.60 -0.49

Properties
SMILES string: CC(O)(O)[n+]1cc[nH]c1
2S+1: 1
Kohn-Sham gap: 0.4311 Eh
charge: +1
HOMO: -14.684 eV
LUMO level: -0.109 Ha

***

Stability, highest: R